Entry 1:
189
Properties=species:S:1:pos:R:3:mulliken_charge:R:1 method="wB97M-V/def2-TZVPD" e_tot_ev=-88585.45099 e_above_lowest_kj_mol=584.7 homo_lumo_gap_ev=9.611 charge=0
C -0.11 3.68 4.88 0.00
C 0.21 5.13 4.87 -0.63
O 1.25 5.41 3.95 -0.42
H 0.66 3.08 5.37 -0.07
H -0.29 3.38 3.85 -0.14
H -0.99 3.41 5.45 0.38
H 0.51 5.43 5.88 0.42
H -0.67 5.74 4.68 0.27
H 2.03 5.70 4.43 0.25
C 3.28 -5.16 -4.57 -1.14
C 3.30 -3.78 -3.84 -0.06
O 4.41 -3.07 -4.49 -0.52
H 4.27 -5.57 -4.76 0.39
H 2.93 -4.95 -5.58 0.35
H 2.58 -5.85 -4.09 0.24
H 3.50 -3.86 -2.77 0.21
H 2.37 -3.23 -3.97 0.20
H 5.22 -3.39 -4.10 0.30
C 3.05 0.79 -5.73 -0.85
C 3.57 0.41 -4.33 0.66
O 4.84 -0.06 -4.64 -0.64
H 2.86 -0.13 -6.29 0.35
H 3.47 1.65 -6.25 0.32
H 2.00 1.09 -5.67 -0.01
H 3.01 -0.33 -3.76 0.19
H 3.56 1.32 -3.74 -0.45
H 4.74 -1.00 -4.80 0.41
C 3.02 2.43 -0.31 -1.01
C 2.48 3.73 0.19 -0.14
O 1.49 3.53 1.20 -0.18
H 3.36 1.83 0.53 0.32
H 3.79 2.60 -1.05 0.53
H 2.24 1.83 -0.79 -0.01
H 2.10 4.33 -0.64 -0.09
H 3.28 4.37 0.59 0.54
H 1.58 4.20 1.89 0.06
C -0.18 6.42 -3.97 -0.80
C 0.99 7.36 -4.20 -0.43
O 1.74 7.60 -3.07 -0.60
H -0.68 6.09 -4.89 0.42
H -0.98 6.85 -3.36 0.32
H 0.27 5.60 -3.42 -0.02
H 0.57 8.25 -4.66 0.35
H 1.65 7.10 -5.03 0.42
H 2.15 8.45 -3.24 0.27
C 3.34 1.80 5.44 -0.57
C 4.59 1.06 5.74 -0.28
O 4.30 -0.09 6.47 -0.52
H 3.07 2.50 6.23 0.24
H 2.48 1.17 5.24 0.03
H 3.56 2.36 4.53 0.20
H 5.18 1.80 6.29 0.34
H 5.13 0.84 4.82 0.21
H 3.43 -0.35 6.14 0.39
C 4.23 4.19 -3.46 -0.51
C 4.95 5.49 -3.26 -0.39
O 5.59 5.74 -4.61 -0.55
H 3.57 4.45 -4.28 0.28
H 3.58 3.93 -2.62 -0.10
H 4.82 3.32 -3.76 0.46
H 5.70 5.40 -2.48 0.35
H 4.22 6.24 -2.98 0.10
H 6.54 5.61 -4.61 0.30
C -2.17 -6.24 -1.05 -0.99
C -1.48 -5.77 -2.34 -0.14
O -0.45 -4.92 -1.99 -0.17
H -2.80 -5.48 -0.59 0.33
H -1.32 -6.44 -0.39 0.11
H -2.79 -7.12 -1.19 0.40
H -2.21 -5.24 -2.94 0.16
H -1.15 -6.57 -3.01 0.35
H -0.13 -4.45 -2.77 0.10
C -5.68 -3.76 3.14 -1.15
C -5.14 -2.29 3.07 0.11
O -4.55 -2.05 4.28 -0.54
H -6.28 -3.92 2.24 0.41
H -6.41 -3.99 3.91 0.29
H -4.82 -4.43 3.19 0.22
H -5.83 -1.46 2.91 0.28
H -4.36 -2.33 2.30 0.13
H -3.87 -2.73 4.22 0.16
C -2.87 2.84 2.74 -0.93
C -3.13 1.70 3.63 1.13
O -4.25 2.11 4.48 -0.60
H -1.90 2.78 2.26 0.00
H -2.93 3.75 3.34 0.35
H -3.55 2.79 1.89 0.32
H -2.30 1.60 4.33 -0.69
H -3.25 0.70 3.20 0.23
H -4.18 1.65 5.32 0.27
C 1.23 -8.20 -1.55 -0.90
C 2.15 -7.47 -0.72 -0.12
O 1.46 -6.57 0.15 -0.46
H 1.68 -9.04 -2.08 0.40
H 0.74 -7.49 -2.21 0.02
H 0.44 -8.70 -0.98 0.32
H 2.85 -6.94 -1.36 0.13
H 2.81 -8.05 -0.07 0.35
H 0.78 -6.11 -0.35 0.10
C 0.19 -0.98 -0.37 -0.39
C -0.60 0.11 0.34 0.04
O -0.59 1.34 -0.42 -0.21
H -0.03 -2.01 -0.10 0.06
H 1.25 -0.70 -0.31 0.26
H -0.03 -0.86 -1.43 -0.13
H -0.47 0.18 1.42 0.33
H -1.63 -0.23 0.25 -0.05
H 0.07 1.96 -0.09 -0.08
C -3.75 -0.10 -1.47 -0.90
C -4.49 -0.19 -2.81 -0.01
O -5.43 -1.23 -2.68 -0.53
H -3.37 0.88 -1.18 0.42
H -3.10 -0.96 -1.34 0.15
H -4.46 -0.39 -0.70 0.33
H -3.78 -0.37 -3.61 -0.11
H -4.93 0.81 -2.91 0.39
H -5.80 -1.39 -3.55 0.30
C -3.39 -2.88 -5.88 -1.39
C -2.39 -2.70 -4.72 0.78
O -1.33 -3.58 -4.91 -0.43
H -3.66 -3.93 -5.95 0.37
H -3.07 -2.48 -6.85 0.41
H -4.27 -2.28 -5.66 0.29
H -2.98 -2.73 -3.80 0.29
H -2.01 -1.67 -4.75 -0.58
H -1.01 -3.54 -5.82 0.29
C 1.20 -4.10 1.86 -0.55
C 1.21 -2.78 2.70 0.15
O 1.97 -3.04 3.83 -0.60
H 0.67 -4.06 0.91 -0.28
H 0.79 -4.92 2.46 0.27
H 2.24 -4.30 1.60 0.42
H 0.19 -2.46 2.92 -0.21
H 1.79 -1.99 2.23 0.42
H 1.70 -3.93 4.05 0.37
C -0.30 7.11 1.06 -1.01
C 0.45 7.12 -0.31 0.25
O 0.01 8.17 -1.12 -0.64
H 0.32 6.49 1.71 0.09
H -1.24 6.57 0.89 0.30
H -0.44 8.07 1.55 0.38
H 0.38 6.15 -0.81 0.00
H 1.48 7.32 -0.03 0.25
H 0.57 8.23 -1.89 0.46
C -0.30 0.01 6.28 -0.99
C 0.35 -1.32 5.90 0.04
O 1.71 -1.28 5.72 -0.45
H 0.29 0.65 6.93 0.39
H -1.20 -0.11 6.89 0.45
H -0.48 0.57 5.36 -0.11
H -0.16 -1.42 4.94 -0.06
H 0.11 -2.08 6.64 0.27
H 1.98 -2.11 5.31 0.39
C -2.33 -4.61 5.78 -1.05
C -1.58 -4.59 4.48 0.32
O -2.37 -5.07 3.43 -0.49
H -1.82 -4.30 6.69 0.37
H -2.80 -5.59 5.90 0.39
H -3.25 -4.03 5.69 0.25
H -0.64 -5.15 4.52 0.36
H -1.27 -3.58 4.22 -0.28
H -2.43 -6.03 3.37 0.27
C -7.09 1.37 1.40 -0.61
C -8.10 1.64 2.57 -0.39
O -9.37 2.08 2.07 -0.56
H -6.17 0.84 1.64 0.09
H -6.80 2.31 0.93 0.33
H -7.60 0.73 0.68 0.31
H -7.70 2.32 3.32 0.28
H -8.31 0.76 3.18 0.26
H -9.97 1.37 1.82 0.30
C 5.64 -1.03 0.24 -1.22
C 5.29 -1.29 -1.21 0.47
O 5.85 -0.15 -1.94 -0.57
H 5.56 0.01 0.57 0.27
H 6.62 -1.43 0.52 0.38
H 4.98 -1.63 0.86 0.25
H 4.24 -1.22 -1.48 -0.07
H 5.72 -2.23 -1.58 0.22
H 5.68 -0.27 -2.88 0.34
C -0.66 0.96 -4.76 -0.92
C -0.57 2.44 -4.38 0.33
O -1.18 3.13 -5.47 -0.55
H -0.37 0.26 -3.97 0.11
H -0.07 0.70 -5.64 0.23
H -1.68 0.69 -5.03 0.22
H 0.50 2.61 -4.28 0.02
H -1.12 2.49 -3.44 0.24
H -2.08 2.87 -5.69 0.31



Entry 2:
79
Properties=species:S:1:pos:R:3:mulliken_charge:R:1 method="wB97M-V/def2-TZVPD" e_tot_ev=-101397.40449 homo_lumo_gap_ev="4.728 / 4.724" charge=0
Ni -0.35 -0.35 0.11 0.39
C 4.02 2.51 3.88 -0.61
C 4.58 1.22 3.94 -0.63
C 3.92 0.13 3.41 -0.63
C 2.70 0.35 2.78 0.68
C 1.75 -0.54 2.13 0.30
N 0.75 0.20 1.58 -0.21
C 0.89 1.49 2.00 0.04
N 0.00 2.46 1.96 -0.60
C -1.17 2.28 1.37 -0.14
C -2.27 3.24 1.45 0.23
C -2.49 4.35 2.25 -0.20
C -3.72 4.98 2.14 -0.63
C -4.70 4.51 1.26 -0.61
C -4.48 3.40 0.46 -0.23
C -3.25 2.77 0.58 0.26
C -2.71 1.55 -0.01 -0.27
N -3.32 0.88 -0.99 -0.62
C -2.89 -0.32 -1.33 0.23
N -1.96 -1.07 -0.68 -0.10
C -2.08 -2.36 -1.13 0.29
N -1.61 -3.44 -0.56 -0.61
C -0.76 -3.34 0.46 -0.05
N -0.05 -2.25 0.81 -0.34
C 0.85 -2.61 1.76 -0.41
N 1.80 -1.84 2.27 -0.50
C 0.66 -4.01 2.11 0.41
C 1.20 -4.80 3.11 -0.34
C 0.67 -6.07 3.27 -0.58
C -0.37 -6.53 2.46 -0.59
C -0.91 -5.74 1.47 -0.25
C -0.37 -4.47 1.30 0.08
C -3.03 -2.40 -2.24 0.24
C -3.39 -3.42 -3.12 -0.33
C -4.27 -3.09 -4.13 -0.61
C -4.80 -1.80 -4.25 -0.60
C -4.45 -0.80 -3.37 -0.24
C -3.54 -1.12 -2.37 0.18
N -1.51 1.27 0.53 -0.36
C 2.16 1.63 2.71 0.65
C 2.80 2.73 3.27 -0.60
H 4.56 3.34 4.31 0.41
H 5.54 1.08 4.43 0.41
H 4.34 -0.87 3.46 0.54
H -1.73 4.70 2.94 0.56
H -3.93 5.85 2.76 0.41
H -5.65 5.03 1.21 0.41
H -5.24 3.03 -0.21 0.54
H 2.00 -4.43 3.74 0.55
H 1.06 -6.72 4.05 0.42
H -0.78 -7.52 2.64 0.41
H -1.73 -6.08 0.85 0.54
H -2.98 -4.41 -3.02 0.55
H -4.56 -3.85 -4.85 0.40
H -5.49 -1.58 -5.06 0.40
H -4.85 0.20 -3.45 0.55
H 2.36 3.71 3.22 0.54
N 2.68 0.72 -0.79 0.26
C 2.61 -0.66 -0.93 0.77
C 3.76 -1.41 -0.62 -0.83
C 3.75 -2.76 -0.90 -0.44
C 2.63 -3.33 -1.50 -0.94
C 1.53 -2.52 -1.70 -0.34
N 1.49 -1.22 -1.38 -0.09
C 1.81 1.71 -1.23 0.45
C 2.35 2.99 -1.47 -1.05
C 1.54 3.94 -2.04 -0.38
C 0.22 3.61 -2.37 -1.13
C -0.23 2.36 -2.03 -0.17
N 0.54 1.43 -1.43 0.35
H 3.59 1.05 -0.51 0.30
H 4.61 -0.93 -0.16 0.37
H 4.61 -3.36 -0.65 0.43
H 2.60 -4.37 -1.78 0.44
H 0.61 -2.93 -2.11 0.57
H 3.38 3.20 -1.22 0.38
H 1.93 4.93 -2.25 0.43
H -0.43 4.32 -2.85 0.44
H -1.26 2.07 -2.20 0.45